[1]
Computed, not measured: a structure of composition C60H60AsN11NaO4PSSe, with ωB97M-V with the def2-TZVPD basis set.

ORCA input file:
```
! wB97M-V def2-TZVPD RIJCOSX def2/J DEFGRID3
* xyz -2 1
Na 0.36 0.55 -0.55
C -2.60 4.24 2.52
C -1.15 4.28 2.03
C -0.77 3.12 1.10
C -1.85 2.69 0.16
C -3.22 2.95 0.51
C -3.59 3.65 1.59
N -1.46 2.03 -0.88
N -2.34 1.67 -1.82
C -1.88 0.84 -2.77
C -2.72 0.61 -3.89
C -2.33 -0.28 -4.85
C -1.11 -0.94 -4.71
C -0.33 -0.62 -3.61
N -0.67 0.24 -2.67
H -2.93 5.22 2.88
H -0.80 5.24 1.64
H 0.14 3.37 0.55
H -3.95 2.55 -0.18
H -4.64 3.80 1.83
H -3.65 1.16 -3.96
H -2.96 -0.48 -5.70
H -0.78 -1.67 -5.43
H 0.64 -1.08 -3.48
C -1.94 -2.54 1.65
C -2.16 -4.04 1.67
As -3.72 -4.51 2.79
C -5.06 -3.58 1.69
C -5.79 -2.55 2.25
C -6.70 -1.83 1.50
C -6.89 -2.14 0.16
C -6.16 -3.17 -0.41
C -5.25 -3.88 0.35
C -4.02 -6.31 2.07
C -2.97 -7.10 1.61
C -3.21 -8.37 1.12
C -4.49 -8.88 1.09
C -5.54 -8.11 1.57
C -5.31 -6.84 2.06
P -0.50 -1.99 0.54
C 0.67 -3.12 1.38
C 1.36 -4.23 0.88
C 2.25 -4.93 1.68
C 2.46 -4.56 2.99
C 1.80 -3.45 3.50
C 0.93 -2.74 2.69
C -1.25 -2.74 -0.96
C -0.78 -3.75 -1.79
C -1.50 -4.15 -2.90
C -2.69 -3.54 -3.23
C -3.15 -2.49 -2.45
C -2.43 -2.09 -1.34
H -1.73 -2.18 2.67
H -2.84 -2.02 1.31
H -1.28 -4.54 2.07
H -2.33 -4.40 0.65
H -5.64 -2.30 3.30
H -7.26 -1.02 1.94
H -7.59 -1.58 -0.43
H -6.29 -3.41 -1.45
H -4.68 -4.68 -0.11
H -1.96 -6.71 1.63
H -2.38 -8.96 0.75
H -4.67 -9.87 0.70
H -6.55 -8.51 1.55
H -6.13 -6.24 2.43
H 1.24 -4.55 -0.14
H 2.79 -5.76 1.25
H 3.15 -5.12 3.61
H 1.98 -3.13 4.51
H 0.45 -1.85 3.08
H 0.16 -4.24 -1.59
H -1.11 -4.95 -3.53
H -3.25 -3.85 -4.10
H -4.06 -1.97 -2.71
H -2.78 -1.24 -0.76
C 5.74 8.70 -1.39
C 4.75 8.14 -2.38
S 3.36 7.49 -1.41
O 2.78 8.61 -0.70
O 3.78 6.37 -0.62
C 2.07 6.97 -2.61
C 2.51 5.85 -3.54
N 2.74 4.62 -2.84
C 1.78 3.81 -2.29
N 2.31 2.81 -1.63
C 3.64 2.94 -1.72
C 3.96 4.06 -2.47
N 5.20 4.52 -2.85
O 6.20 3.95 -2.41
O 5.29 5.49 -3.66
C 0.33 4.02 -2.50
H 6.63 9.09 -1.89
H 6.05 7.91 -0.71
H 5.28 9.50 -0.81
H 5.17 7.31 -2.95
H 4.34 8.90 -3.04
H 1.81 7.87 -3.15
H 1.23 6.66 -1.98
H 3.44 6.12 -4.04
H 1.73 5.68 -4.30
H 4.32 2.24 -1.27
H 0.13 4.50 -3.46
H -0.10 4.62 -1.71
H -0.16 3.05 -2.47
Se 2.17 1.55 1.59
N 0.54 0.97 1.54
C -0.36 1.93 2.03
C -1.54 1.27 2.67
C -2.32 1.93 3.51
C -2.11 3.38 3.74
C -0.66 3.85 3.44
C 0.34 2.81 3.12
N 1.56 2.76 3.31
H -1.66 0.22 2.46
H -3.17 1.46 4.00
H -2.51 3.71 4.70
H -0.30 4.63 4.10
C 4.96 0.11 3.47
C 4.50 -0.16 2.03
C 4.86 -1.60 1.64
C 5.22 0.82 1.11
C 3.01 0.01 1.92
H 6.05 0.01 3.55
H 4.50 -0.59 4.16
H 4.67 1.11 3.77
H 5.94 -1.75 1.67
H 4.49 -1.81 0.65
H 4.39 -2.30 2.33
H 6.29 0.77 1.26
H 4.89 1.84 1.33
H 4.99 0.60 0.07
H 2.38 -0.76 2.35
N 1.39 -1.51 -0.86
C 2.20 -2.19 -1.33
C 3.13 -2.99 -1.94
C 3.83 -3.97 -1.25
N 4.42 -4.81 -0.71
C 3.38 -2.81 -3.30
N 3.59 -2.66 -4.42
*
```

The HOMO-LUMO gap is 4.2 eV. Its energy above the lowest of the compared OMol25 structures with the same formula, charge and spin is 254.9 kJ/mol.

Atomic partial charges in e from the Mulliken method, atoms 1 to 2:
1. Na 1.3451
2. C -0.1923

[2]
Computed, not measured: the molecule C29H28N2O6S, with ωB97M-V with the def2-TZVPD basis set.

ORCA input file:
```
! wB97M-V def2-TZVPD RIJCOSX def2/J DEFGRID3
* xyz 0 1
C -2.68 -5.93 -0.79
H -3.26 -5.36 -0.06
H -3.36 -6.38 -1.51
H -2.16 -6.73 -0.26
C -1.68 -5.03 -1.51
N -0.74 -4.41 -0.59
C -0.94 -3.22 0.02
O -0.08 -2.65 0.66
C -2.33 -2.57 -0.05
H -3.01 -3.03 -0.77
H -2.77 -2.57 0.95
O -2.16 -1.19 -0.37
C -1.49 -0.97 -1.52
O -1.16 -1.87 -2.25
C -1.23 0.48 -1.71
C -1.03 1.26 -0.60
C -0.75 2.64 -0.76
N -0.70 3.20 -1.95
C -0.89 2.46 -3.05
C -0.82 3.11 -4.30
C -1.00 2.40 -5.46
C -1.25 1.02 -5.41
C -1.33 0.36 -4.22
C -1.15 1.06 -3.01
H -1.51 -0.70 -4.19
H -1.39 0.48 -6.34
H -0.95 2.90 -6.42
H -0.63 4.17 -4.31
C -0.52 3.51 0.39
C -0.08 3.03 1.61
C 0.14 3.89 2.70
C 0.59 3.41 3.95
C 0.78 4.26 4.99
C 0.54 5.65 4.85
C 0.11 6.14 3.64
C -0.10 5.28 2.55
C -0.54 5.75 1.30
C -0.73 4.90 0.25
H -1.06 5.26 -0.71
H -0.71 6.81 1.18
H -0.08 7.19 3.50
O 0.78 6.38 5.97
C 0.57 7.77 5.91
H 1.22 8.25 5.17
H -0.47 8.01 5.68
H 0.82 8.15 6.90
H 1.13 3.91 5.95
H 0.78 2.35 4.07
H 0.14 1.98 1.74
H -1.09 0.83 0.38
C 0.56 -5.05 -0.44
C 1.71 -4.26 -1.03
H 1.70 -4.21 -2.12
H 1.80 -3.28 -0.59
S 3.11 -5.29 -0.49
O 4.26 -4.51 -0.14
O 3.30 -6.35 -1.45
C 2.31 -6.00 1.00
C 0.95 -5.33 1.02
H 1.00 -4.38 1.56
H 0.19 -5.96 1.50
H 2.92 -5.78 1.86
H 2.25 -7.07 0.83
H 0.51 -6.01 -0.96
H -2.18 -4.26 -2.09
H -1.10 -5.63 -2.22
*
```

The HOMO-LUMO gap is 7.5 eV. Its energy above the lowest of the compared OMol25 structures with the same formula, charge and spin is 0.0 kJ/mol. Its structure (SMILES) is CCN(C(=O)COC(=O)c1cc(-c2ccc3cc(OC)ccc3c2)nc2ccccc12)[C@@H]1CCS(=O)(=O)C1.

Atomic partial charges in e from the Mulliken method, atoms 1 to 2:
1. C -1.0730
2. H 0.2652

[3]
Computed, not measured: a cluster of 13 separate species, H26O13 in total, with ωB97M-V with the def2-TZVPD basis set.

ORCA input file:
```
! wB97M-V def2-TZVPD RIJCOSX def2/J DEFGRID3
* xyz 0 1
H -0.28 -0.91 0.58
H 0.86 0.04 0.72
H -0.89 -0.68 3.98
H -0.66 0.77 3.93
H -0.77 -0.02 -2.63
H -1.45 -1.16 -2.02
H -0.54 -3.61 -1.43
H -1.41 -4.27 -2.39
H -2.52 -4.27 1.97
H -1.91 -3.02 1.38
H 0.97 2.62 -2.89
H 0.75 3.92 -3.35
H 1.22 -0.07 -3.03
H 1.39 0.87 -4.29
H -3.65 -1.10 1.18
H -4.95 -0.57 0.41
H 2.80 2.35 0.44
H 3.78 1.40 -0.18
H 0.05 -3.21 1.08
H 0.53 -3.53 2.48
H 3.06 2.65 3.10
H 3.77 1.82 4.20
H -0.06 4.05 0.51
H 1.46 3.95 1.10
H -0.59 1.99 -0.27
H -1.74 1.84 -1.29
O 0.68 -0.84 0.44
O -1.41 0.20 3.85
O -0.59 -0.85 -2.15
O -0.65 -4.45 -1.88
O -2.16 -3.93 1.21
O 0.61 3.00 -3.65
O 0.79 0.61 -3.62
O -4.63 -1.25 1.01
O 3.19 2.09 -0.46
O 0.63 -3.78 1.61
O 3.67 2.79 3.88
O 0.83 4.48 0.51
O -0.87 1.71 -1.17
*
```

The HOMO-LUMO gap is 9.5 eV. Its energy above the lowest of the compared OMol25 structures with the same formula, charge and spin is 539.1 kJ/mol.

Atomic partial charges in e from the Mulliken method, atoms 1 to 2:
1. H 0.2454
2. H 0.1969

[4]
Computed, not measured: a structure of composition C4H7N3, with ωB97M-V with the def2-TZVPD basis set.

ORCA input file:
```
! wB97M-V def2-TZVPD RIJCOSX def2/J DEFGRID3
* xyz 2 1
C 1.16 1.28 0.30
C 1.82 -0.89 0.00
C -0.05 1.41 -0.48
C -1.61 -0.15 0.54
N 2.00 0.42 0.37
N -0.64 0.11 -0.38
N 0.64 -1.16 -0.45
H 2.71 -1.55 0.10
H -0.79 2.11 -0.23
H 0.39 1.53 -1.50
H -1.84 -1.29 0.73
H -1.44 0.38 1.56
H -2.67 -0.06 0.14
H 0.33 -2.11 -0.68
*
```

The HOMO-LUMO gap (spin up / spin down) is 7.7 / 7.7 eV. Its energy above the lowest of the compared OMol25 structures with the same formula, charge and spin is 484.1 kJ/mol.

Atomic partial charges in e from the Mulliken method, atoms 1 to 2:
1. C 0.4301
2. C 0.1258

[5]
Computed, not measured: a structure of composition CH2CsFLiO2, with ωB97M-V with the def2-TZVPD basis set.

ORCA input file:
```
! wB97M-V def2-TZVPD RIJCOSX def2/J DEFGRID3
* xyz 1 1
O 0.64 1.37 -0.16
C -0.55 0.98 -0.38
O -0.89 -0.22 -0.45
Li -2.01 -1.03 0.90
Cs 1.39 -2.69 -0.78
H -1.32 1.72 -0.09
H 1.27 0.53 0.20
F 1.47 -0.67 0.77
*
```

The HOMO-LUMO gap is 9.8 eV.

Atomic partial charges in e from the Mulliken method, atoms 1 to 2:
1. O -0.4581
2. C 0.2205

[6]
Computed, not measured: a structure of composition C25H22F6N4O6PSTi, with ωB97M-V with the def2-TZVPD basis set.

ORCA input file:
```
! wB97M-V def2-TZVPD RIJCOSX def2/J DEFGRID3
* xyz 0 2
Ti 0.60 -0.30 -1.30
O -4.25 -3.59 0.58
C -3.33 -2.92 0.22
C -3.21 -2.18 -1.13
O -4.02 -2.14 -2.01
C -1.89 -1.54 -1.06
C -1.23 -1.84 0.11
O -0.04 -1.30 0.27
C -2.05 -2.62 1.03
O -1.82 -2.93 2.17
O -1.29 -0.73 -1.88
N 0.49 0.45 -3.46
C 1.15 -0.50 -4.31
C 1.46 -0.24 -5.62
C 2.07 -1.23 -6.43
C 2.34 -2.46 -5.92
C 2.04 -2.76 -4.57
C 2.30 -4.02 -3.98
C 2.00 -4.23 -2.66
C 1.49 -3.16 -1.91
N 1.24 -1.98 -2.43
C 1.47 -1.76 -3.76
H -0.51 0.44 -3.60
H 0.84 1.39 -3.62
H 1.21 0.72 -6.05
H 2.30 -0.99 -7.46
H 2.79 -3.23 -6.54
H 2.72 -4.80 -4.59
H 2.18 -5.18 -2.18
H 1.30 -3.26 -0.85
C 0.37 4.46 2.74
C 1.07 3.21 3.26
C 1.14 2.10 2.23
N -0.21 1.59 1.95
C -0.84 1.62 0.80
S -0.15 2.20 -0.66
N -2.14 1.17 0.71
C -2.97 0.53 1.66
O -3.83 -0.20 1.26
C -2.79 0.85 3.10
C -2.82 -0.21 4.01
C -2.67 0.06 5.36
C -2.53 1.37 5.80
C -2.52 2.42 4.89
C -2.64 2.16 3.54
H 0.35 5.24 3.49
H -0.66 4.25 2.45
H 0.88 4.85 1.86
H 0.57 2.84 4.16
H 2.09 3.45 3.56
H 1.74 1.26 2.58
H 1.56 2.44 1.29
H -0.69 1.18 2.74
H -2.44 1.03 -0.24
H -2.93 -1.22 3.65
H -2.67 -0.75 6.07
H -2.42 1.57 6.86
H -2.42 3.44 5.24
H -2.63 2.97 2.82
F 2.59 0.67 -1.91
P 3.64 0.44 -0.58
F 3.48 1.99 -0.25
F 4.45 0.17 0.74
F 2.18 0.15 0.21
F 4.89 0.71 -1.50
F 3.64 -1.13 -0.97
*
```

The expectation value of S² is 0.75. The HOMO-LUMO gap (spin up / spin down) is 7.2 / 7.2 eV. Its energy above the lowest of the compared OMol25 structures with the same formula, charge and spin is 0.0 kJ/mol.

Atomic partial charges in e from the Mulliken method, atoms 1 to 2:
1. Ti 0.0898
2. O -0.5619

[7]
Computed, not measured: a structure of composition C16H10BF4N2SSn, with ωB97M-V with the def2-TZVPD basis set.

ORCA input file:
```
! wB97M-V def2-TZVPD RIJCOSX def2/J DEFGRID3
* xyz -1 1
Sn 0.34 1.34 -1.90
C 1.04 4.08 1.62
C 0.98 3.20 2.69
C 0.75 1.85 2.46
C 0.60 1.38 1.16
C 0.66 2.25 0.07
C 0.88 3.60 0.32
C 0.34 -0.05 0.88
C 0.27 -1.03 1.90
C 0.03 -2.33 1.59
C -0.17 -2.71 0.24
C -0.44 -4.04 -0.15
C -0.64 -4.35 -1.46
C -0.58 -3.33 -2.44
C -0.32 -2.04 -2.09
C -0.10 -1.70 -0.73
N 0.17 -0.40 -0.38
H 1.21 5.13 1.79
H 1.10 3.56 3.70
H 0.70 1.19 3.31
H 0.92 4.30 -0.50
H 0.41 -0.74 2.93
H -0.02 -3.09 2.37
H -0.49 -4.81 0.61
H -0.86 -5.36 -1.76
H -0.76 -3.57 -3.48
H -0.29 -1.26 -2.84
F -2.05 1.26 -1.08
B -3.46 1.41 -0.77
F -3.63 1.09 0.58
F -4.18 0.53 -1.60
F -3.81 2.75 -1.02
S 5.26 0.47 -2.13
C 3.66 0.65 -1.99
N 2.50 0.78 -1.90
*
```

The HOMO-LUMO gap is 7.1 eV.

Atomic partial charges in e from the Mulliken method, atoms 1 to 2:
1. Sn 0.6247
2. C -0.5645

[8]
Computed, not measured: the molecule C7H15N4PS, with ωB97M-V with the def2-TZVPD basis set.

ORCA input file:
```
! wB97M-V def2-TZVPD RIJCOSX def2/J DEFGRID3
* xyz 0 1
C -1.57 2.20 -0.72
C -0.74 3.29 -0.64
C 0.54 1.67 -1.08
C -0.60 -1.66 -2.04
C -0.31 -2.64 0.20
C 0.59 0.87 2.25
C 1.91 -0.58 0.84
N -0.72 1.11 -1.05
N 0.58 2.92 -0.84
N -0.38 -1.47 -0.67
N 0.62 0.11 1.06
P -0.75 -0.14 0.18
S -2.46 -0.25 1.17
H -2.65 2.29 -0.79
H -1.01 4.32 -0.61
H 1.33 0.93 -1.33
H -0.48 -0.60 -2.41
H 0.25 -2.25 -2.50
H -1.50 -2.27 -2.30
H -0.19 -2.36 1.30
H -1.22 -3.21 0.02
H 0.53 -3.39 0.10
H 0.63 0.32 3.23
H 1.39 1.56 2.12
H -0.23 1.54 2.26
H 1.92 -1.36 1.62
H 1.76 -1.10 -0.09
H 2.76 0.16 0.74
*
```

The HOMO-LUMO gap is 9.1 eV. Its energy above the lowest of the compared OMol25 structures with the same formula, charge and spin is 0.0 kJ/mol. Its structure (SMILES) is CN(C)P(=S)(N(C)C)n1ccnc1.

Atomic partial charges in e from the Mulliken method, atoms 1 to 2:
1. C -0.3965
2. C -0.4122

[9]
Computed, not measured: the molecule C3H4N2O, with ωB97M-V with the def2-TZVPD basis set.

ORCA input file:
```
! wB97M-V def2-TZVPD RIJCOSX def2/J DEFGRID3
* xyz 0 1
N 2.27 -0.02 0.19
C 1.02 -0.05 0.10
O 0.30 0.81 -0.60
C -1.11 0.73 -0.62
C -1.60 -0.44 0.21
N -0.75 -1.11 0.77
H 2.65 -0.76 0.77
H 0.17 -1.44 1.06
H -1.44 0.60 -1.66
H -1.52 1.66 -0.22
*
```

The HOMO-LUMO gap is 8.0 eV. Its energy above the lowest of the compared OMol25 structures with the same formula, charge and spin is 520.2 kJ/mol.

Atomic partial charges in e from the Mulliken method, atoms 1 to 2:
1. N -0.5571
2. C 0.1871

[10]
Computed, not measured: the molecule C4H4O2, with ωB97M-V with the def2-TZVPD basis set.

ORCA input file:
```
! wB97M-V def2-TZVPD RIJCOSX def2/J DEFGRID3
* xyz 0 1
C 0.96 0.03 -0.07
C 0.05 1.02 -0.02
C -1.30 0.39 -0.15
C -1.05 -0.99 -0.08
H 2.50 -0.28 0.69
H 0.23 2.15 0.13
H -2.22 0.97 -0.14
H -1.72 -1.85 -0.10
O 2.29 -0.22 -0.24
O 0.26 -1.22 -0.01
*
```

The HOMO-LUMO gap is 9.5 eV. Its energy above the lowest of the compared OMol25 structures with the same formula, charge and spin is 98.7 kJ/mol. Its structure (SMILES) is Oc1ccco1.

Atomic partial charges in e from the Mulliken method, atoms 1 to 2:
1. C 0.3117
2. C -0.3581

[11]
Computed, not measured: the molecule CH3N5, with ωB97M-V with the def2-TZVPD basis set.

ORCA input file:
```
! wB97M-V def2-TZVPD RIJCOSX def2/J DEFGRID3
* xyz 0 1
C 0.35 1.00 -0.01
H -2.17 -0.46 0.79
H -2.39 -0.14 -0.81
H -0.16 2.05 0.45
N -1.99 0.18 -0.01
N -0.63 -0.06 -0.01
N 1.55 0.64 -0.08
N 1.39 -0.77 0.05
N 0.05 -1.07 -0.01
*
```

The HOMO-LUMO gap is 11.0 eV. Its energy above the lowest of the compared OMol25 structures with the same formula, charge and spin is 323.2 kJ/mol. Its structure (SMILES) is Nn1cnnn1.

Atomic partial charges in e from the Mulliken method, atoms 1 to 2:
1. C 0.0594
2. H 0.2991